# 1
DFT (ωB97M-V/def2-TZVPD) results for a structure of composition C24H48B11Br6MgN5O4SSi.

Each line ends with the Mulliken charge.
CARTESIAN COORDINATES (ANGSTROEM)
Mg -0.138 -0.859 0.481  0.865
C -0.011 2.294 3.637  -1.982
C 0.203 1.171 2.675  0.444
N -0.411 1.093 1.546  1.486
N -1.358 2.086 1.322  -0.623
C -1.858 2.346 0.117  -0.338
N -3.129 2.669 0.023  -0.205
S -0.933 2.312 -1.362  -0.112
C 1.150 0.059 2.984  0.374
C 1.851 0.003 4.173  -1.022
C 2.733 -1.052 4.386  -0.977
C 2.886 -2.008 3.404  -1.108
C 2.125 -1.895 2.248  -0.523
N 1.278 -0.893 2.039  0.655
H -0.079 3.241 3.101  0.346
H -0.947 2.140 4.185  0.316
H 0.785 2.374 4.367  0.590
H -1.968 2.288 2.106  0.323
H -3.784 2.374 0.743  0.126
H -3.501 3.030 -0.844  0.305
H 1.721 0.748 4.941  0.477
H 3.284 -1.119 5.314  0.513
H 3.565 -2.840 3.528  0.574
H 2.180 -2.643 1.466  0.530
Br -2.724 -0.799 -0.563  -0.214
B -3.977 -1.827 0.601  0.501
B -5.338 -2.769 0.000  0.531
C -6.437 -2.760 1.298  -0.519
B -5.627 -1.308 0.968  0.907
B -6.000 -1.823 2.637  0.274
B -5.922 -3.592 2.698  0.426
B -5.529 -4.174 1.070  0.543
B -3.921 -3.600 0.640  0.180
Br -2.718 -4.588 -0.530  -0.411
B -4.268 -4.116 2.320  -0.320
Br -3.447 -5.695 3.072  -0.321
B -4.565 -2.638 3.307  0.133
Br -4.044 -2.494 5.167  -0.302
B -4.410 -1.234 2.231  0.477
Br -3.786 0.495 2.949  -0.418
B -3.323 -2.639 2.023  -0.260
Br -1.406 -2.488 2.433  -0.376
H -5.719 -2.817 -1.114  -0.282
H -7.486 -2.807 1.049  0.733
H -6.183 -0.379 0.495  -0.302
H -6.808 -1.234 3.260  -0.245
H -6.690 -4.185 3.363  -0.223
H -6.039 -5.155 0.666  -0.242
C 1.919 -5.735 -0.679  -1.250
C 0.721 -5.093 -1.388  -0.272
C 0.449 -3.750 -0.885  0.270
N 0.243 -2.701 -0.475  -0.248
H 2.031 -6.758 -1.032  0.409
H 1.761 -5.766 0.398  0.342
H 2.840 -5.196 -0.892  0.305
H -0.186 -5.679 -1.231  0.189
H 0.883 -5.023 -2.465  0.313
C 2.215 4.615 -1.212  -1.473
C 0.718 4.419 -1.162  1.312
C 0.085 4.822 -2.480  -1.544
C 0.100 5.129 0.023  -1.648
O 0.522 2.907 -0.911  0.193
Si 1.771 1.084 -1.671  -3.148
O 0.989 0.093 -0.798  2.611
O 3.264 1.532 -1.370  0.541
C 4.240 1.128 -0.353  1.758
C 4.406 -0.381 -0.436  -1.279
C 3.723 1.553 1.011  -1.368
C 5.524 1.848 -0.714  -1.904
O 1.291 1.486 -3.138  0.105
C 1.607 0.919 -4.461  1.612
C 3.103 1.028 -4.692  -1.436
C 0.827 1.760 -5.452  -1.724
C 1.141 -0.527 -4.464  -1.538
H 2.415 5.668 -1.407  0.588
H 2.664 4.026 -2.011  0.259
H 2.682 4.346 -0.268  0.230
H 0.410 5.836 -2.711  0.533
H -1.004 4.828 -2.447  0.399
H 0.415 4.169 -3.290  0.161
H 0.267 6.201 -0.077  0.520
H 0.560 4.795 0.955  0.247
H -0.979 4.970 0.074  0.343
H 3.452 -0.882 -0.256  -0.060
H 5.128 -0.722 0.306  0.506
H 4.773 -0.668 -1.423  0.365
H 2.725 1.143 1.174  0.044
H 3.679 2.637 1.089  0.301
H 4.388 1.186 1.795  0.614
H 5.832 1.593 -1.728  0.387
H 6.319 1.557 -0.027  0.415
H 5.392 2.928 -0.654  0.365
H 3.432 2.064 -4.607  0.290
H 3.348 0.669 -5.692  0.522
H 3.662 0.427 -3.971  0.251
H 1.170 2.795 -5.431  0.362
H -0.238 1.733 -5.219  0.309
H 0.967 1.373 -6.461  0.487
H 1.651 -1.103 -3.686  0.273
H 1.363 -0.988 -5.427  0.504
H 0.066 -0.586 -4.289  0.352

Output
Spin multiplicity = 1
Charge = +2
LUMO level = -0.2352 hartree
HOMO-LUMO gap = 6.9 eV

---

# 2
DFT (ωB97M-V/def2-TZVPD) results for a cluster of 8 separate species, C24H48Br8O8 in total.

Each line ends with the Mulliken charge.
CARTESIAN COORDINATES (ANGSTROEM)
C -1.037 -2.704 2.140  -1.032
C -1.339 -1.848 0.865  -0.280
O -1.247 -2.561 -0.345  -0.365
C -0.176 -2.754 -0.974  0.804
C -0.261 -3.741 -2.089  -0.912
O 0.916 -2.313 -0.573  -0.645
H 0.006 -2.828 2.434  0.287
H -1.428 -3.694 1.906  0.281
H -1.564 -2.210 2.956  0.346
H -2.301 -1.335 0.870  0.359
H -0.581 -1.069 0.788  0.317
H 0.487 -4.529 -2.008  0.288
H 0.057 -3.224 -2.995  0.267
H -1.307 -4.034 -2.173  0.284
C -8.197 2.211 3.887  -1.091
C -7.224 2.257 2.654  -0.243
O -7.148 3.520 2.010  -0.335
C -6.422 4.572 2.610  0.689
C -6.342 5.748 1.619  -0.963
O -5.666 4.450 3.544  -0.522
H -8.428 1.185 4.173  0.375
H -9.147 2.657 3.594  0.291
H -7.721 2.700 4.737  0.300
H -6.219 1.987 2.977  0.310
H -7.558 1.517 1.926  0.320
H -5.361 6.208 1.733  0.319
H -7.049 6.422 2.104  0.273
H -6.719 5.600 0.607  0.276
C 5.598 -0.357 -5.459  -1.154
C 6.689 0.542 -4.884  -0.176
O 7.853 0.126 -5.674  -0.241
C 9.046 0.486 -5.283  0.678
C 10.111 -0.104 -6.111  -0.843
O 9.311 1.251 -4.333  -0.605
H 5.775 -1.401 -5.200  0.300
H 5.683 -0.373 -6.545  0.311
H 4.596 -0.074 -5.135  0.374
H 6.441 1.583 -5.089  0.266
H 6.774 0.405 -3.806  0.302
H 10.700 0.635 -6.654  0.256
H 9.696 -0.821 -6.819  0.272
H 10.711 -0.600 -5.348  0.260
C 3.324 4.039 -0.809  -1.025
C 4.658 4.846 -0.961  -0.284
O 5.173 5.402 0.270  -0.293
C 5.939 6.509 0.266  0.678
C 6.463 6.925 1.632  -0.865
O 6.197 7.134 -0.703  -0.531
H 3.505 3.159 -0.191  0.255
H 2.970 3.698 -1.782  0.363
H 2.591 4.684 -0.325  0.291
H 5.512 4.289 -1.345  0.301
H 4.433 5.628 -1.686  0.310
H 6.137 6.149 2.325  0.260
H 6.050 7.893 1.914  0.263
H 7.549 6.834 1.649  0.279
Br -2.790 -4.831 11.224  -0.146
C -3.688 -5.294 9.540  -0.605
C -2.639 -5.531 8.419  -0.594
Br -3.535 -6.246 6.746  -0.175
H -4.435 -4.564 9.230  0.378
H -4.333 -6.120 9.839  0.375
H -1.863 -6.246 8.692  0.392
H -2.125 -4.585 8.243  0.375
Br -6.701 -7.706 -5.202  -0.161
C -4.727 -7.899 -5.311  -0.592
C -4.239 -9.360 -5.141  -0.570
Br -2.202 -9.334 -5.284  -0.166
H -4.305 -7.179 -4.609  0.373
H -4.481 -7.599 -6.330  0.355
H -4.698 -10.015 -5.880  0.378
H -4.495 -9.835 -4.194  0.382
Br -4.430 0.475 -4.305  -0.143
C -5.596 1.263 -2.877  -0.628
C -6.280 2.556 -3.465  -0.610
Br -4.852 3.920 -3.994  -0.126
H -4.950 1.582 -2.059  0.360
H -6.310 0.518 -2.527  0.394
H -6.881 3.002 -2.672  0.361
H -6.951 2.299 -4.285  0.392
Br 6.273 0.869 2.555  -0.153
C 5.211 1.216 4.225  -0.544
C 4.005 0.304 4.224  -0.551
Br 2.698 0.667 5.702  -0.175
H 5.067 2.289 4.105  0.373
H 5.995 0.960 4.938  0.341
H 4.351 -0.729 4.227  0.374
H 3.395 0.474 3.337  0.334

Output
Spin multiplicity = 1
SMILES = CCOC(C)=O.CCOC(C)=O.CCOC(C)=O.CCOC(C)=O.BrCCBr.BrCCBr.BrCCBr.BrCCBr
LUMO level = 0.0039 hartree
HOMO-LUMO gap = 10.1 eV

---

# 3
DFT (ωB97M-V/def2-TZVPD) results for a structure of composition C24H48F4Li2N2O32S4.

Each line ends with the Mulliken charge.
CARTESIAN COORDINATES (ANGSTROEM)
Li 2.547 -0.797 -2.382  0.810
Li 3.339 -0.984 -0.087  0.955
N 1.478 -0.648 -0.642  0.743
S 0.812 0.727 0.257  0.327
O 0.778 0.627 1.733  -0.238
O -0.055 1.685 -0.386  -0.449
F 2.113 1.622 -0.030  -0.395
S 0.303 -1.517 -0.229  0.583
O -1.008 -1.281 -0.865  -0.470
O 0.305 -2.040 1.147  -0.476
F 0.820 -2.803 -1.148  -0.456
N 1.171 -4.633 -5.370  -0.177
S 1.074 -3.525 -6.610  1.118
O 2.239 -2.650 -6.857  -0.433
O -0.219 -2.945 -6.964  -0.439
F 1.202 -4.485 -7.966  -0.287
S 0.860 -3.647 -4.262  1.196
O -0.519 -3.207 -4.118  -0.352
O 1.806 -2.608 -3.885  -0.349
F 1.031 -4.689 -3.030  -0.240
C 1.854 -4.771 1.649  -0.532
O 3.065 -4.406 2.290  -0.321
C 3.858 -3.589 1.638  0.717
O 3.556 -2.854 0.682  -0.492
O 5.034 -3.706 2.222  -0.382
C 6.199 -2.950 1.806  -0.556
H 1.512 -5.762 1.948  0.199
H 1.988 -4.959 0.584  0.337
H 0.992 -4.106 1.595  0.203
H 6.910 -3.605 1.303  0.293
H 6.743 -2.610 2.688  0.265
H 5.862 -2.052 1.287  0.171
C -5.276 5.830 -2.973  -0.653
O -4.976 4.621 -2.211  -0.351
C -3.846 4.562 -1.542  0.651
O -3.026 5.469 -1.441  -0.550
O -3.674 3.333 -0.995  -0.242
C -2.639 3.163 0.042  -0.321
H -6.019 5.553 -3.721  0.250
H -4.431 6.264 -3.507  0.314
H -5.721 6.567 -2.304  0.283
H -1.613 3.406 -0.234  0.211
H -2.574 2.177 0.502  -0.024
H -3.004 3.860 0.796  0.411
C 0.662 4.459 2.205  -0.505
O -0.077 5.353 1.408  -0.241
C 0.511 6.082 0.427  0.749
O -0.153 6.746 -0.356  -0.539
O 1.880 6.149 0.539  -0.326
C 2.662 7.016 -0.317  -0.726
H 1.357 5.102 2.745  0.511
H 1.205 3.687 1.661  0.053
H 0.122 3.949 3.003  0.158
H 3.456 6.421 -0.767  0.230
H 3.146 7.906 0.085  0.267
H 1.966 7.317 -1.100  0.347
C -1.652 1.721 3.438  -0.666
O -2.502 2.805 3.429  0.008
C -3.220 3.145 4.523  0.627
O -3.110 2.598 5.613  -0.605
O -4.072 4.008 4.174  -0.244
C -5.078 4.428 5.112  -0.776
H -1.042 1.541 4.324  0.442
H -0.965 1.992 2.637  -0.174
H -2.233 0.808 3.303  0.402
H -5.490 5.413 4.892  0.282
H -4.821 4.499 6.169  0.324
H -5.856 3.667 5.166  0.309
C -0.853 0.791 -4.077  -0.203
O 0.112 0.718 -5.070  -0.340
C 1.433 0.576 -4.847  0.690
O 1.979 0.549 -3.718  -0.656
O 2.066 0.564 -6.043  -0.327
C 3.415 0.137 -6.022  -0.581
H -0.562 0.013 -3.372  -0.071
H -1.826 0.552 -4.506  0.277
H -0.833 1.735 -3.532  0.341
H 4.022 1.037 -5.918  0.337
H 3.796 -0.340 -6.925  0.271
H 3.600 -0.585 -5.226  0.172
C 2.397 -0.751 4.301  -0.332
O 3.304 0.274 4.072  -0.356
C 3.979 0.397 2.850  0.397
O 3.702 -0.213 1.790  0.087
O 4.903 1.398 3.046  -0.351
C 5.545 1.876 1.908  -0.612
H 1.523 -0.637 3.660  0.033
H 2.102 -0.890 5.341  0.321
H 2.924 -1.660 4.011  0.187
H 6.369 2.549 2.146  0.292
H 4.909 2.310 1.137  0.233
H 6.083 1.035 1.471  0.213
C -2.269 -3.052 2.668  -0.240
O -3.388 -2.624 1.905  -0.450
C -3.361 -1.446 1.300  0.629
O -2.488 -0.612 1.432  -0.121
O -4.303 -1.508 0.314  -0.366
C -4.703 -0.260 -0.343  -0.606
H -2.802 -3.646 3.411  0.335
H -1.820 -2.153 3.089  0.206
H -1.591 -3.753 2.182  -0.116
H -5.506 -0.283 -1.080  0.375
H -3.865 0.249 -0.819  0.119
H -5.070 0.451 0.396  0.306
C -2.595 -4.132 -1.424  -0.751
O -1.558 -4.705 -0.594  0.200
C -1.625 -6.001 -0.418  0.511
O -2.178 -6.838 -1.076  -0.567
O -0.866 -6.242 0.609  -0.144
C -0.744 -7.576 1.012  -0.838
H -2.764 -4.562 -2.411  0.399
H -2.499 -3.068 -1.639  0.102
H -3.548 -4.272 -0.915  0.318
H -1.695 -7.939 1.401  0.298
H 0.143 -7.685 1.637  0.250
H -0.539 -8.230 0.165  0.367

Output
Spin multiplicity = 2
Charge = +1
LUMO level (alpha / beta) = -0.1675 / -0.3390 hartree
HOMO-LUMO gap (alpha / beta) = 6.9 / 2.3 eV

---

Question: spin multiplicity of number 1 (C24H48B11Br6MgN5O4SSi)?
Answer: 1

---

Question: Number 3 is which compound?
Answer: C24H48F4Li2N2O32S4

---

Question: What is the spin multiplicity in the second record?
Answer: 1